Molecular formula: C4H11NO
Method: DFT, ωB97M-V/def2-TZVPD

For the HOMO-LUMO gap, the calculation gives 10.34 eV. The energy above the lowest of the compared OMol25 structures with the same formula, charge and spin is 32.1 kcal/mol. The value obtained for the LUMO energy is 0.973 eV. The SMILES is CC=O.CCN. For the total energy, the calculation gives -288.96589 a.u.

```
17
Properties=species:S:1:pos:R:3:forces:R:3
C -3.907586 0.615608 0.675567 -0.87 0.16 0.73
C -3.876779 0.381988 -0.810201 -0.04 -0.50 -0.91
N -2.759484 1.120116 -1.416745 -0.17 -0.25 0.13
H -2.907474 0.704800 1.067479 0.44 0.07 0.00
H -4.459257 1.525589 0.938779 0.23 0.08 -0.16
H -4.396444 -0.161396 1.273205 -0.02 -0.15 -0.42
H -3.756535 -0.672153 -1.064027 0.50 -0.17 0.34
H -4.823375 0.575667 -1.333805 -0.20 0.48 0.49
H -2.933638 2.114745 -1.342032 0.05 0.05 -0.13
H -2.707674 0.878018 -2.397576 0.09 0.21 -0.08
O 4.668552 -0.214798 -0.155629 -0.05 0.34 -0.18
C 3.637003 -0.401341 0.431467 -0.05 -0.53 0.07
C 3.430665 -1.623897 1.273664 0.45 0.06 0.88
H 2.801281 0.311761 0.399008 -0.07 0.27 -0.19
H 3.003814 -2.471808 0.754121 -0.27 0.01 -0.36
H 2.846118 -1.426270 2.175932 -0.21 0.09 -0.24
H 4.418812 -1.920261 1.607923 0.20 -0.23 0.00
```
Forces are in eV/Å.

Molecular formula: C4H10N2
Method: DFT, ωB97M-V/def2-TZVPD

For the HOMO-LUMO gap, the calculation gives 8.76 eV. The energy above the lowest of the compared OMol25 structures with the same formula, charge and spin is 50.9 kcal/mol. The value obtained for the LUMO energy is 0.938 eV. The SMILES is CC#CN.CN. For the total energy, the calculation gives -267.84414 a.u.

```
16
Properties=species:S:1:pos:R:3:forces:R:3
C 0.626270 2.633580 1.275711 0.12 0.17 0.02
C 0.222974 -2.771814 -2.245947 0.02 -0.01 -0.18
C -0.236778 -1.530603 0.051110 0.12 -0.24 -0.26
C -0.037996 -2.091270 -0.991625 -0.06 0.20 0.28
N -0.390979 -0.929857 1.248423 -0.17 0.03 0.43
N -0.515843 1.983440 0.648487 -0.22 0.09 -0.22
H -0.444378 0.086713 1.173961 -0.15 0.05 0.05
H -1.166911 -1.307001 1.779204 0.13 0.08 -0.01
H -0.354920 1.882296 -0.349164 -0.13 0.02 0.09
H -1.352002 2.546642 0.768546 0.08 -0.13 -0.10
H -0.286607 -2.269496 -3.070227 0.05 -0.11 -0.08
H 1.502416 2.002404 1.134434 0.06 0.05 0.09
H 0.432186 2.722397 2.344033 0.12 0.01 0.02
H 0.846316 3.632311 0.877633 0.03 -0.08 0.07
H 1.293774 -2.790397 -2.455015 -0.03 -0.08 -0.10
H -0.137520 -3.799345 -2.189563 0.04 -0.02 -0.11
```
Forces are in eV/Å.

Molecular formula: H12O6
Method: DFT, ωB97M-V/def2-TZVPD

For the HOMO-LUMO gap, the calculation gives 10.32 eV. The energy above the lowest of the compared OMol25 structures with the same formula, charge and spin is 37.2 kcal/mol. The value obtained for the LUMO energy is -0.215 eV. The SMILES is O.O.O.O.O.O. For the total energy, the calculation gives -458.61320 a.u.

```
18
Properties=species:S:1:pos:R:3:forces:R:3
O -0.356980 -0.955874 -0.334407 -2.11 0.01 -1.54
H 0.096625 -0.907830 0.471373 1.65 -0.10 1.50
H 0.196333 -1.138335 -1.086426 0.52 -0.06 0.00
O 1.178859 0.158667 1.886094 -1.55 0.81 -0.24
H 0.378131 0.154097 2.461981 0.81 0.15 -0.42
H 0.961689 0.857520 1.227962 0.34 -0.60 0.63
O -1.881270 1.557670 -2.361004 -0.11 -0.14 -0.04
H -1.186324 0.908058 -2.222817 0.05 -0.24 0.05
H -1.402541 2.359593 -2.557919 0.04 0.39 -0.16
O 2.447414 -1.751083 3.409286 0.82 0.05 -0.14
H 1.970133 -1.221962 2.775263 0.14 0.40 -0.47
H 1.764408 -2.176503 3.896620 -0.68 -0.70 0.76
O -2.856966 0.338991 0.144370 -1.50 1.22 0.90
H -2.200984 -0.324567 0.019667 0.64 -0.71 -0.98
H -3.340889 0.583299 -0.660109 0.83 -0.46 0.19
O 1.146172 0.487382 -2.640222 0.22 0.01 0.48
H 1.833534 -0.162226 -2.409123 -0.22 0.55 -0.14
H 1.252658 1.233103 -2.020591 0.12 -0.57 -0.37
```
Forces are in eV/Å.

Molecular formula: C8H22CsN2O2
Method: DFT, ωB97M-V/def2-TZVPD

For the HOMO-LUMO gap, the calculation gives 9.29 eV. The energy above the lowest of the compared OMol25 structures with the same formula, charge and spin is 10.6 kcal/mol. The value obtained for the LUMO energy is -3.063 eV. For the total energy, the calculation gives -597.91212 a.u. Its total charge is +1.

```
35
Properties=species:S:1:pos:R:3:forces:R:3
Cs 15.290992 22.637524 20.669096 0.10 -0.06 -0.08
C 17.156650 25.506571 23.722540 0.32 0.20 -0.35
C 15.669156 25.646113 23.477077 -0.10 -0.48 0.13
C 15.415070 26.197637 22.088081 -0.76 0.18 -0.20
O 14.121537 26.755142 21.952256 -0.13 0.03 -0.12
C 12.995971 25.896800 21.797294 0.62 0.09 -0.23
N 15.049796 24.306692 23.660458 0.07 0.05 -0.46
H 17.616693 24.925971 22.914006 -0.04 -0.11 0.11
H 17.383652 25.016847 24.667144 -0.04 0.01 0.07
H 17.653522 26.478324 23.705632 -0.09 -0.01 0.14
H 15.217867 26.384147 24.147555 0.17 -0.03 0.17
H 15.570599 25.456240 21.285607 0.23 0.00 0.20
H 16.087403 27.035994 21.908672 0.10 -0.06 -0.03
H 12.549249 26.065278 20.814436 -0.14 0.16 0.12
H 12.296388 26.137665 22.593373 -0.24 -0.18 -0.06
H 13.259211 24.831304 21.833359 0.03 0.11 0.18
H 15.366333 23.903910 24.534659 -0.01 0.03 0.04
H 14.040935 24.371928 23.722378 0.00 0.11 0.15
C 18.903305 22.626983 20.765438 0.19 -0.48 0.66
C 19.278876 23.521194 19.598177 -0.32 0.30 0.37
C 20.619623 23.190150 18.982800 -0.08 -0.26 -0.59
O 20.932646 24.244431 18.098432 0.07 -0.22 0.01
C 22.169343 24.067711 17.410796 -0.23 0.02 0.14
N 18.173210 23.561755 18.605816 0.27 0.33 -0.32
H 19.715145 22.509387 21.490487 0.07 0.18 -0.15
H 18.616708 21.599640 20.512554 -0.02 0.16 -0.38
H 18.088396 23.074264 21.341944 0.00 0.05 -0.09
H 19.364730 24.533909 20.008616 0.09 -0.05 -0.06
H 20.530505 22.244200 18.414073 0.04 0.07 0.09
H 21.404588 23.026515 19.728418 -0.06 0.20 0.16
H 22.971263 24.584171 17.939626 0.06 -0.01 0.00
H 22.049843 24.488517 16.415784 0.08 0.05 -0.02
H 22.423479 23.009062 17.324346 -0.01 -0.02 -0.06
H 18.119349 24.519771 18.262883 -0.13 -0.04 0.19
H 18.485326 23.095245 17.752075 -0.14 -0.32 0.27
```
Forces are in eV/Å.

Molecular formula: C17H34N2O2
Method: DFT, ωB97M-V/def2-TZVPD

For the HOMO-LUMO gap, the calculation gives 9.42 eV. The energy above the lowest of the compared OMol25 structures with the same formula, charge and spin is 47.4 kcal/mol. The value obtained for the LUMO energy is 0.874 eV. The SMILES is NCCNC[C@@H]1COC2(CCCCCCCCCCC2)O1. For the total energy, the calculation gives -928.14360 a.u.

```
55
Properties=species:S:1:pos:R:3:forces:R:3
N -3.399261 -2.027450 1.266503 0.00 0.12 0.24
H -2.794713 -1.209946 1.267760 -0.03 0.00 0.08
H -4.183511 -1.831128 1.881587 0.12 -0.01 0.01
C -3.868892 -2.258997 -0.084228 -0.37 0.15 -0.25
C -4.588849 -1.057657 -0.737157 0.28 -0.43 0.21
N -3.719821 0.106525 -0.706744 -0.12 0.16 -0.28
H -3.614689 0.540022 -1.613487 -0.04 -0.07 0.04
C -3.992302 1.088274 0.315687 0.39 0.28 0.20
C -2.718735 1.877321 0.669588 -0.53 0.15 -0.17
C -2.159009 2.693122 -0.507284 -0.08 0.24 0.41
H -1.715232 3.634974 -0.153198 -0.08 -0.06 -0.07
O -1.182788 1.851861 -1.059659 0.12 -0.21 -0.15
C -0.647480 1.074544 -0.002334 0.55 -0.33 0.03
C 0.580120 1.774555 0.619754 -0.32 -0.09 -0.38
H 0.983636 1.116142 1.386031 0.00 0.01 0.11
H 0.226946 2.674275 1.129531 -0.01 0.00 0.06
C 1.652871 2.151589 -0.401595 0.03 0.07 0.23
H 1.752975 1.353567 -1.134710 0.02 -0.03 -0.15
H 1.324599 3.039502 -0.945033 -0.02 -0.07 -0.07
C 3.017103 2.423199 0.239504 -0.06 -0.15 -0.01
H 2.881047 3.099930 1.086436 0.02 0.11 -0.01
H 3.655560 2.929848 -0.488157 0.05 0.08 0.03
C 3.727306 1.154531 0.720631 0.02 0.15 -0.25
H 3.032200 0.572311 1.323029 -0.03 -0.06 0.14
C 4.260761 0.297839 -0.429511 0.02 -0.13 0.21
H 3.555966 0.319993 -1.260001 0.01 0.04 -0.11
C 4.532708 -1.159592 -0.043779 -0.11 0.05 0.00
C 3.291664 -1.960865 0.361945 0.10 0.07 -0.22
H 2.813327 -1.472319 1.210167 -0.02 -0.03 0.11
H 3.615245 -2.945289 0.709135 -0.06 -0.01 0.08
C 2.273555 -2.143833 -0.765408 -0.09 -0.11 0.25
H 2.197552 -1.226535 -1.347005 0.02 0.06 -0.14
H 2.629164 -2.924443 -1.442043 0.04 0.06 -0.08
C 0.879301 -2.517028 -0.252888 0.07 0.14 0.02
C 0.145644 -1.355337 0.425247 -0.02 0.00 -0.21
H 0.814286 -0.885401 1.143701 0.04 0.00 0.15
C -0.360684 -0.320337 -0.579210 -0.10 0.31 0.24
H 0.351415 -0.186097 -1.391998 0.05 -0.01 -0.08
H -1.299132 -0.663138 -1.017354 0.04 0.05 -0.04
H -0.700943 -1.749530 0.986731 0.02 0.02 0.10
H 0.274203 -2.874642 -1.088669 -0.07 -0.10 0.00
H 0.974020 -3.338952 0.459991 -0.03 -0.10 -0.03
H 5.241396 -1.176050 0.788298 0.10 -0.03 -0.03
H 5.009830 -1.656995 -0.892158 0.09 -0.05 0.02
H 5.191723 0.737669 -0.796163 -0.04 0.05 -0.07
H 4.558988 1.434864 1.371250 -0.01 -0.07 0.08
O -1.662880 0.999360 0.997386 0.07 -0.12 0.07
H -2.900841 2.914522 -1.275156 -0.02 0.04 0.04
H -2.931205 2.516118 1.537114 0.02 -0.03 -0.15
H -4.782445 1.812849 0.042019 0.06 -0.11 0.10
H -4.316730 0.566644 1.218682 -0.05 0.04 -0.07
H -4.833771 -1.318421 -1.769791 -0.05 0.05 0.00
H -5.533302 -0.864214 -0.207590 0.02 -0.03 -0.08
H -4.543295 -3.120446 -0.076004 0.08 -0.04 -0.08
H -2.994590 -2.511289 -0.689389 -0.08 -0.05 -0.10
```
Forces are in eV/Å.

Molecular formula: C4H5N3
Method: DFT, ωB97M-V/def2-TZVPD

For the HOMO-LUMO gap, the calculation gives 10.35 eV. The energy above the lowest of the compared OMol25 structures with the same formula, charge and spin is 200.4 kcal/mol. The value obtained for the LUMO energy is 0.674 eV. The SMILES is C=NN(C)N1C#C1. For the total energy, the calculation gives -319.39278 a.u.

```
12
Properties=species:S:1:pos:R:3:forces:R:3
C -2.849412 0.475688 -0.158579 0.41 -0.82 0.40
C -2.638375 -0.996824 0.161832 0.51 1.50 -0.47
C 1.281217 1.547839 0.021750 2.74 1.73 0.20
C 0.503740 -1.234240 0.004351 -3.52 1.91 -0.01
N 0.097570 1.241948 0.049663 -3.15 0.87 0.54
N -1.650288 -0.095113 0.021694 -1.59 -1.44 0.06
N -0.336580 -0.010476 0.034298 0.96 -0.11 -0.60
H 1.642798 2.569184 0.187960 -0.79 -0.10 -0.29
H 2.068964 0.884970 -0.123156 1.41 -1.63 -0.17
H -0.247710 -1.967274 -0.181164 -0.21 -1.30 1.10
H 1.027680 -1.262552 -0.862979 2.10 0.34 -2.60
H 1.100391 -1.153152 0.844331 1.13 -0.94 1.84
```
Forces are in eV/Å.